Version a
Below is a single C14H18N2O5 molecule, with properties calculated with ωB97M-V/def2-TZVPD.

Summary:
E_LUMO in eV: 0.1
Orbital gap in eV: 9.58
2S+1: 1

Positions of all 39 atoms, in Å:
N 1.083 0.520 3.488
C 1.153 0.462 2.082
C 2.013 -0.766 1.577
C 2.702 -0.605 0.272
C 3.988 -0.027 0.175
C 4.663 -0.067 -1.041
C 4.039 -0.388 -2.245
C 2.725 -0.790 -2.202
C 2.126 -0.918 -0.959
C -0.181 0.326 1.376
O -1.003 -0.410 1.937
N -0.414 1.103 0.297
C -1.468 1.239 -0.768
C -2.626 0.137 -0.685
C -2.280 -1.276 -1.285
C -2.758 -2.417 -0.477
O -3.329 -3.380 -0.946
O -2.517 -2.542 0.874
C -1.967 2.668 -0.742
O -3.129 2.971 -0.469
O -0.997 3.564 -0.975
H 0.561 1.339 3.852
H 0.425 -0.231 3.764
H 1.560 1.329 1.560
H 2.773 -0.958 2.345
H 1.366 -1.732 1.640
H 4.512 0.453 1.001
H 5.633 0.470 -1.124
H 4.548 -0.335 -3.211
H 2.133 -1.052 -3.091
H 1.100 -1.338 -0.942
H 0.388 1.552 -0.165
H -0.949 1.219 -1.723
H -3.433 0.518 -1.281
H -2.939 0.177 0.382
H -1.200 -1.365 -1.306
H -2.776 -1.311 -2.270
H -2.093 -1.720 1.184
H -1.269 4.534 -0.935


Version b
Below is a single C14H18N2O5 molecule, with properties calculated with ωB97M-V/def2-TZVPD.

Summary:
E_LUMO in eV: 0.7
Orbital gap in eV: 10.17
2S+1: 1

Positions of all 39 atoms, in Å:
C 3.082 -4.126 -0.141
O 2.564 -2.853 -0.506
C 2.769 -1.871 0.368
O 3.451 -1.959 1.352
C 2.093 -0.578 -0.094
N 1.238 -0.096 0.968
C 0.496 -0.959 1.682
O 0.541 -2.163 1.533
C -0.440 -0.263 2.693
C -0.931 -1.244 3.744
N -1.568 0.302 1.969
C -1.450 1.423 1.230
O -0.463 2.128 1.207
O -2.579 1.668 0.539
C -2.498 2.733 -0.418
C -1.758 2.266 -1.645
C -0.420 2.589 -1.831
C 0.271 2.090 -2.922
C -0.367 1.266 -3.833
C -1.700 0.940 -3.651
C -2.392 1.435 -2.560
H 4.141 -4.047 0.112
H 2.535 -4.506 0.724
H 2.937 -4.774 -1.002
H 1.527 -0.779 -1.011
H 2.864 0.170 -0.288
H 1.059 0.899 1.048
H 0.100 0.571 3.154
H -0.090 -1.590 4.337
H -1.660 -0.770 4.396
H -1.380 -2.108 3.259
H -2.376 -0.282 1.822
H -3.536 2.983 -0.645
H -1.992 3.589 0.039
H 0.079 3.221 -1.113
H 1.312 2.345 -3.059
H 0.174 0.877 -4.683
H -2.202 0.297 -4.360
H -3.430 1.175 -2.412


Q: Which of them is the most stable? A: version b.


Version a
Below is C32H27N10O3STeW as an isolated structure, with properties calculated with ωB97M-V/def2-TZVPD.

Summary:
E_LUMO (spin up / spin down) in eV: -0.5 / -0.5
Orbital gap (spin up / spin down) in eV: 5.03 / 6.27
2S+1: 2

Positions of all 75 atoms, in Å:
W 0.330 1.122 0.537
O -1.888 -2.183 -1.738
C -1.887 -1.590 -2.948
C -2.487 -2.299 -3.991
C -2.547 -1.763 -5.258
C -2.009 -0.503 -5.522
C -1.422 0.203 -4.495
C -1.346 -0.321 -3.202
C -0.730 0.485 -2.136
O -0.548 -0.047 -0.967
N -0.432 1.739 -2.345
N -0.088 2.298 -1.141
C -0.139 3.602 -1.111
C -0.167 4.133 0.194
C -0.323 5.497 0.488
C -0.504 5.888 1.784
C -0.539 4.904 2.780
C -0.353 3.591 2.438
N -0.147 3.183 1.164
H -1.405 -1.611 -1.113
H -2.897 -3.275 -3.768
H -3.015 -2.329 -6.054
H -2.054 -0.084 -6.518
H -0.999 1.183 -4.668
H -0.327 4.163 -2.014
H -0.309 6.206 -0.328
H -0.632 6.933 2.035
H -0.707 5.158 3.817
H -0.366 2.812 3.181
N 2.740 -1.484 1.495
C 1.454 -1.906 1.550
N 1.286 -3.156 1.980
C 0.010 -3.531 2.146
N -0.192 -4.820 2.508
N -1.049 -2.752 2.033
C -0.802 -1.496 1.624
N 0.453 -1.052 1.241
C -1.875 -0.573 1.614
C -3.191 -0.963 1.960
C -4.220 -0.082 1.850
C -3.956 1.227 1.364
C -2.671 1.563 1.057
N -1.618 0.722 1.216
H 3.383 -2.260 1.532
H 2.958 -0.787 0.781
H 0.585 -5.453 2.457
H -1.131 -5.173 2.500
H -3.336 -1.981 2.289
H -5.228 -0.377 2.108
H -4.745 1.949 1.219
H -2.437 2.542 0.664
O 0.576 1.056 2.631
N 1.777 0.846 3.167
C 1.829 0.148 4.317
C 3.032 -0.073 4.927
C 4.188 0.446 4.337
C 4.108 1.153 3.171
C 2.864 1.366 2.556
S 2.589 2.222 1.109
H 0.871 -0.214 4.662
H 3.067 -0.646 5.840
H 5.153 0.278 4.797
H 4.986 1.554 2.686
Te 2.555 0.440 -1.332
C 1.906 -1.142 -2.574
C 1.845 -0.943 -3.950
C 1.458 -1.976 -4.795
C 1.124 -3.214 -4.269
C 1.189 -3.422 -2.898
C 1.583 -2.394 -2.055
H 2.074 0.032 -4.361
H 1.401 -1.805 -5.863
H 0.804 -4.014 -4.925
H 0.916 -4.382 -2.479
H 1.626 -2.570 -0.988


Version b
Below is C32H27N10O3STeW as an isolated structure, with properties calculated with ωB97M-V/def2-TZVPD.

Summary:
E_LUMO (spin up / spin down) in eV: -0.6 / -0.6
Orbital gap (spin up / spin down) in eV: 4.78 / 6.41
2S+1: 2

Positions of all 75 atoms, in Å:
W -0.322 0.102 0.249
O 2.764 -1.961 2.966
C 3.677 -2.058 1.986
C 4.991 -2.319 2.377
C 5.990 -2.418 1.433
C 5.709 -2.262 0.075
C 4.412 -2.015 -0.321
C 3.379 -1.917 0.617
C 2.018 -1.586 0.172
O 1.127 -1.222 1.033
N 1.747 -1.600 -1.103
N 0.525 -0.993 -1.309
C -0.073 -1.314 -2.401
C -1.323 -0.664 -2.604
C -2.177 -0.939 -3.673
C -3.340 -0.226 -3.794
C -3.590 0.790 -2.871
C -2.711 0.986 -1.834
N -1.611 0.240 -1.651
H 1.907 -1.703 2.571
H 5.198 -2.431 3.434
H 7.005 -2.616 1.755
H 6.500 -2.329 -0.660
H 4.162 -1.883 -1.365
H 0.385 -2.020 -3.079
H -1.912 -1.731 -4.361
H -4.047 -0.443 -4.585
H -4.460 1.426 -2.959
H -2.889 1.760 -1.108
N -1.132 -0.640 3.574
C -0.329 0.422 3.486
N -0.061 1.060 4.620
C 0.886 2.007 4.524
N 1.080 2.766 5.637
N 1.639 2.254 3.471
C 1.303 1.578 2.350
N 0.183 0.754 2.276
C 2.124 1.678 1.212
C 3.376 2.351 1.246
C 4.134 2.427 0.119
C 3.634 1.883 -1.090
C 2.423 1.244 -1.062
N 1.694 1.089 0.050
H -1.602 -0.788 4.450
H -1.481 -1.090 2.746
H 0.684 2.427 6.495
H 1.915 3.323 5.672
H 3.689 2.776 2.189
H 5.108 2.901 0.143
H 4.180 1.965 -2.019
H 1.996 0.832 -1.966
O -0.531 2.042 -0.181
N -1.024 2.933 0.690
C -0.538 4.177 0.632
C -1.133 5.172 1.358
C -2.259 4.863 2.126
C -2.743 3.584 2.147
C -2.108 2.574 1.400
S -2.569 0.939 1.293
H 0.327 4.298 -0.005
H -0.726 6.172 1.324
H -2.749 5.635 2.707
H -3.609 3.316 2.736
Te -1.754 -2.230 0.306
C -2.598 -2.896 2.131
C -2.139 -4.095 2.669
C -2.740 -4.627 3.805
C -3.794 -3.960 4.417
C -4.246 -2.756 3.891
C -3.656 -2.228 2.748
H -1.312 -4.612 2.198
H -2.382 -5.565 4.211
H -4.266 -4.381 5.297
H -5.071 -2.233 4.361
H -4.030 -1.302 2.328


Q: Which of them is the most stable? A: version a.


Version a
Below is a single C2H3FO2 molecule, with properties calculated with ωB97M-V/def2-TZVPD.

Summary:
E_LUMO in eV: 0.8
Orbital gap in eV: 11.72
2S+1: 1

Positions of all 8 atoms, in Å:
O 0.930 1.263 0.513
C 0.825 0.026 0.044
F 1.923 -0.758 0.337
C -0.503 -0.535 -0.197
O 0.413 -0.174 -1.216
H 0.704 1.792 -0.260
H -0.746 -1.546 -0.043
H -1.397 0.075 -0.011


Version b
Below is a 2-piece molecular cluster, C2H3FO2 overall, with properties calculated with ωB97M-V/def2-TZVPD.

Summary:
E_LUMO in eV: 0.7
Orbital gap in eV: 12.02
2S+1: 1

Positions of all 8 atoms, in Å:
O -0.349 -1.505 -0.030
C -0.658 -0.387 0.062
C -0.441 0.993 0.087
O -1.747 0.356 -0.027
H -0.464 1.689 1.021
H -0.239 1.558 -0.931
F 2.303 -1.079 0.005
H 1.595 -1.625 -0.187


Version c
Below is C2H3FO2 as an isolated structure, with properties calculated with ωB97M-V/def2-TZVPD.

Summary:
E_LUMO in eV: 0.4
Orbital gap in eV: 10.43
2S+1: 1

Positions of all 8 atoms, in Å:
C -1.135 -0.651 0.002
C 0.603 0.324 -0.029
O 2.037 0.120 0.340
O 0.341 1.392 -0.489
F -2.021 0.252 0.376
H -0.974 -1.417 0.762
H -1.241 -1.005 -1.012
H 2.391 0.985 0.050


Q: Which of them is the most stable? A: version a.


Version a
Below is an isolated ion of composition C7H11N4O and charge +1, with properties calculated with ωB97M-V/def2-TZVPD.

Summary:
E_LUMO in eV: -4.7
Net charge: +1
Orbital gap in eV: 8.54
2S+1: 1

Positions of all 23 atoms, in Å:
C -2.626 1.408 -0.433
C -1.652 2.440 -0.537
C -0.475 2.684 0.555
N 0.699 1.875 0.112
C 0.975 0.744 0.747
N 0.293 0.120 1.908
C -0.082 -1.224 1.378
O -0.520 -2.203 2.347
C -1.277 -3.141 1.562
N -2.218 -3.654 0.997
C 1.276 -1.540 0.513
N 2.069 -0.237 0.447
H -3.041 0.888 -1.378
H -3.074 1.100 0.576
H -1.683 3.145 -1.433
H -0.266 3.808 0.659
H -0.917 2.352 1.567
H 1.307 2.109 -0.695
H 1.008 0.168 2.652
H -0.933 -0.956 0.637
H 0.812 -1.886 -0.483
H 1.871 -2.311 1.114
H 2.209 -0.184 -0.579


Version b
Below is a 2-piece molecular cluster, C7H11N4O overall, with properties calculated with ωB97M-V/def2-TZVPD.

Summary:
E_LUMO in eV: -3.6
Net charge: +1
Orbital gap in eV: 9.58
2S+1: 1

Positions of all 23 atoms, in Å:
C 1.753 -1.310 -0.003
C 2.941 -0.716 0.433
C 0.953 -0.220 -0.268
C -2.297 0.645 0.161
C -1.888 -0.539 1.068
C -0.901 -0.758 -1.026
C 1.254 2.288 -0.181
N 2.827 0.600 0.421
N 1.614 0.910 -0.014
N -1.759 0.349 -1.061
N -1.390 -1.560 0.116
O -2.935 1.598 0.472
H 1.543 -2.349 -0.144
H 3.852 -1.186 0.744
H -1.079 -0.209 1.725
H -2.727 -0.878 1.676
H -0.706 -1.277 -1.952
H 0.191 2.446 0.002
H 1.842 2.866 0.532
H 1.507 2.627 -1.189
H -1.813 0.984 -1.844
H -0.621 -2.130 0.498
H -2.163 -2.181 -0.166


Version c
Below is an isolated ion of composition C7H11N4O and charge +1, with properties calculated with ωB97M-V/def2-TZVPD.

Summary:
E_LUMO (spin up / spin down) in eV: -4.3 / -4.3
Net charge: +1
Orbital gap (spin up / spin down) in eV: 6.25 / 6.25
2S+1: 1

Positions of all 23 atoms, in Å:
C 0.170 -1.095 -2.338
C 0.642 -0.108 -1.389
C 0.182 -0.642 -0.121
C 0.573 1.121 1.535
C -1.618 2.054 1.109
C 1.490 0.920 -1.686
C -0.983 -2.768 0.494
N -0.425 -2.067 -1.742
N -0.412 -1.812 -0.413
N 0.295 -0.193 1.133
N -0.374 2.067 1.526
O 1.970 1.742 -0.773
H 0.269 -1.078 -3.404
H 1.430 1.277 2.165
H -2.203 2.948 1.172
H -2.041 1.164 0.683
H 1.779 1.049 -2.723
H -1.205 -3.664 -0.085
H -0.279 -3.026 1.289
H -1.912 -2.391 0.932
H 0.178 -0.889 1.865
H -0.053 2.950 1.916
H 2.527 2.440 -1.147


Q: Which of them is the most stable? A: version b.


Version a
Below is a 2-piece molecular cluster, C3H12N2O overall, with properties calculated with ωB97M-V/def2-TZVPD.

Summary:
E_LUMO in eV: 0.5
Orbital gap in eV: 9.60
2S+1: 1

Positions of all 18 atoms, in Å:
C 1.537 1.012 0.347
C 0.484 -0.069 0.204
N -0.872 0.395 0.483
C 0.766 -1.300 1.055
N -0.055 -2.454 0.718
H 2.504 0.566 0.104
H 1.365 1.875 -0.291
H 1.623 1.333 1.374
H 0.426 -0.391 -0.845
H -0.808 1.115 1.188
H -1.167 0.865 -0.365
H 0.610 -1.015 2.100
H 1.823 -1.545 0.935
H 0.164 -2.673 -0.254
H -0.998 -2.078 0.589
O -1.609 1.821 -2.276
H -1.494 2.028 -3.213
H -1.334 2.660 -1.879


Version b
Below is a 2-piece molecular cluster, C3H12N2O overall, with properties calculated with ωB97M-V/def2-TZVPD.

Summary:
E_LUMO in eV: 1.0
Orbital gap in eV: 9.55
2S+1: 1

Positions of all 18 atoms, in Å:
C 0.581 1.537 -2.697
C -0.265 0.293 -2.368
N 0.089 -0.212 -1.052
C -0.311 -1.609 -0.817
N -0.284 -2.022 0.562
H 0.004 2.462 -2.765
H 1.156 1.422 -3.624
H 1.317 1.725 -1.914
H -1.295 0.651 -2.435
H -0.026 -0.492 -3.072
H -0.187 0.420 -0.312
H 0.336 -2.174 -1.498
H -1.321 -1.792 -1.226
H 0.685 -2.182 0.816
H -0.513 -1.211 1.141
O -0.242 1.266 6.844
H 0.457 1.601 7.415
H -0.182 0.317 7.002


Version c
Below is a 3-piece molecular cluster, C3H12N2O overall, with properties calculated with ωB97M-V/def2-TZVPD.

Summary:
E_LUMO in eV: 0.8
Orbital gap in eV: 10.26
2S+1: 1

Positions of all 18 atoms, in Å:
C -4.031 -0.433 0.051
C -2.743 -0.670 0.222
H -4.630 0.131 0.758
H -4.573 -0.838 -0.795
H -2.143 -0.094 0.915
H -2.278 -1.480 -0.320
N 1.683 -1.732 -0.882
C 1.390 -1.270 0.472
O 0.037 -1.486 0.791
H 2.673 -1.919 -0.984
H 1.164 -2.588 -1.033
H 2.057 -1.716 1.214
H 1.461 -0.183 0.536
H -0.173 -2.360 1.129
N 2.660 4.070 -0.296
H 1.730 3.675 -0.263
H 3.237 3.829 -1.089
H 2.481 5.063 -0.426


Q: Which of them is the most stable? A: version a.


Version a
Below is a 2-piece molecular cluster, C3H12N2O overall, with properties calculated with ωB97M-V/def2-TZVPD.

Summary:
E_LUMO in eV: 1.0
Orbital gap in eV: 10.06
2S+1: 1

Positions of all 18 atoms, in Å:
C -0.320 1.393 -2.132
C -0.105 1.191 -0.633
N 0.031 -0.173 -0.101
C 1.449 -0.593 0.017
N 1.684 -1.173 1.342
H -1.362 1.308 -2.434
H 0.192 0.682 -2.814
H 0.087 2.296 -2.565
H 0.808 1.797 -0.334
H -0.924 1.515 0.016
H -0.450 -0.885 -0.653
H 2.097 0.301 -0.019
H 1.858 -1.366 -0.654
H 1.844 -0.565 2.125
H 0.966 -1.836 1.618
O -2.417 -0.561 1.297
H -2.214 -1.313 1.861
H -1.573 -0.082 1.219


Version b
Below is C3H12N2O as an isolated structure, with properties calculated with ωB97M-V/def2-TZVPD.

Summary:
E_LUMO in eV: -3.1
Orbital gap in eV: 4.81
2S+1: 1

Positions of all 18 atoms, in Å:
N 2.769 -0.094 0.304
C 0.592 -0.117 -0.838
C -0.152 -1.425 -0.614
C 0.232 1.068 0.047
N -1.151 1.457 0.132
H 2.826 0.119 1.287
H 0.701 -0.038 -1.917
H 1.865 -0.230 -0.494
H -0.004 -1.730 0.420
H 0.207 -2.194 -1.296
H -1.200 -1.215 -0.772
H 0.522 0.741 1.032
H 0.825 1.920 -0.290
H -1.633 1.720 -0.728
H -1.802 0.694 0.545
H 3.609 0.198 -0.179
H -2.455 -0.968 1.679
O -2.387 -0.738 0.745


Q: Which of them is the most stable? A: version a.